No. 1
# C28H65N7O6V

A molecular structure, C28H65N7O6V (ωB97M-V with the def2-TZVPD basis set, the Open Molecules 2025 dataset).

Geometry as ORCA input:
```
! wB97M-V def2-TZVPD RIJCOSX def2/J DEFGRID3
* xyz 1 3
V 1.937 2.877 -1.248
N 4.396 3.393 -2.113
O 3.769 2.289 -2.247
O 5.466 3.625 -2.523
O 3.585 4.227 -1.584
N 0.760 0.463 -0.780
O 0.247 1.575 -0.458
O 0.260 -0.587 -0.537
O 1.837 0.690 -1.386
N -0.479 -3.154 0.631
C -1.776 -3.412 1.036
C -1.804 -4.659 1.600
C -0.469 -5.138 1.634
C 0.303 -4.227 0.959
H -0.190 -2.297 0.204
H -2.551 -2.691 0.835
H -2.631 -5.261 1.940
H -0.050 -6.044 2.040
H 1.346 -4.221 0.686
C 4.717 2.441 5.189
C 3.323 1.959 4.836
N 3.315 0.669 4.170
C 4.152 -0.384 4.752
C 3.768 -0.792 6.175
C 1.941 0.229 3.944
C 1.786 -0.730 2.775
H 4.718 3.465 5.564
H 5.333 2.325 4.295
H 5.162 1.880 6.014
H 2.711 1.983 5.753
H 2.887 2.672 4.131
H 4.235 -1.249 4.097
H 5.179 -0.009 4.753
H 2.865 -1.408 6.143
H 4.530 -1.471 6.565
H 3.610 -0.001 6.905
H 1.254 1.070 3.806
H 1.526 -0.244 4.846
H 2.506 -1.536 2.919
H 1.899 -0.264 1.796
H 0.815 -1.226 2.842
C -1.898 -2.554 -4.584
C -0.737 -3.479 -4.937
N -0.064 -4.140 -3.819
C 0.419 -3.256 -2.771
C 1.363 -2.180 -3.292
C -0.950 -5.192 -3.304
C -0.170 -6.314 -2.649
H -2.805 -3.112 -4.320
H -2.230 -1.894 -5.390
H -1.665 -1.873 -3.763
H -0.829 -4.110 -5.818
H -0.023 -2.735 -5.335
H -0.452 -2.846 -2.241
H 0.965 -3.898 -2.079
H 2.082 -1.855 -2.540
H 1.867 -2.450 -4.217
H 0.784 -1.272 -3.508
H -1.533 -5.642 -4.109
H -1.669 -4.870 -2.532
H -0.901 -6.986 -2.181
H 0.385 -5.939 -1.789
H 0.373 -6.921 -3.370
C -1.605 3.835 -1.431
C -0.803 3.497 -2.690
N 0.641 3.861 -2.676
C 1.210 3.623 -4.040
C 1.312 2.147 -4.409
C 0.800 5.319 -2.345
C 0.029 6.287 -3.274
H -1.661 4.911 -1.248
H -1.132 3.463 -0.516
H -2.601 3.404 -1.461
H -0.864 2.408 -2.763
H -1.368 3.827 -3.560
H 0.537 4.068 -4.773
H 2.170 4.137 -4.115
H 1.580 1.490 -3.576
H 0.314 1.763 -4.639
H 1.951 1.993 -5.272
H 1.853 5.576 -2.437
H 0.361 5.509 -1.364
H 0.527 6.325 -4.241
H 0.048 7.293 -2.858
H -1.015 6.027 -3.421
C -4.063 -0.987 3.779
C -4.279 0.486 3.379
N -3.974 0.789 1.984
C -4.865 0.038 1.088
C -4.807 0.569 -0.349
C -2.566 0.605 1.581
C -1.555 1.042 2.654
H -3.315 -1.558 3.228
H -5.014 -1.522 3.740
H -3.788 -1.073 4.836
H -5.344 0.677 3.519
H -3.752 1.179 4.034
H -4.717 -1.047 1.149
H -5.866 0.203 1.495
H -4.812 1.654 -0.406
H -3.903 0.169 -0.819
H -5.616 0.140 -0.942
H -2.480 1.439 0.874
H -2.313 -0.345 1.111
H -1.306 0.221 3.330
H -1.823 1.904 3.264
H -0.627 1.351 2.164
*
```

E	-2884.0090	a.u.
⟨S²⟩	2.0467

=====

No. 2
# C10H11P

2 unconnected molecules or ions with the total composition C10H11P (ωB97M-V with the def2-TZVPD basis set, the Open Molecules 2025 dataset).

Geometry as ORCA input:
```
! wB97M-V def2-TZVPD RIJCOSX def2/J DEFGRID3
* xyz 0 1
C -2.710 0.353 -1.090
C -2.903 -1.019 -0.797
C -1.797 1.125 -0.351
C -1.980 -1.658 -0.006
C -0.911 0.458 0.470
C -0.893 -0.935 0.524
C 1.173 -0.271 -1.199
C 2.271 0.038 -0.487
C 3.173 1.105 0.016
C 0.104 -1.555 1.356
P 1.941 -1.754 -0.477
H -3.486 0.704 -1.704
H -3.725 -1.614 -1.213
H -1.714 2.126 -0.300
H -2.071 -2.641 0.284
H -0.257 1.137 1.086
H 0.320 0.113 -1.736
H 4.251 0.654 0.100
H 3.032 1.375 0.998
H 2.995 2.104 -0.400
H 0.014 -2.528 1.856
H 0.721 -0.754 1.838
*
```

E	-728.8358	a.u.
energy relative to the best compared isomer or geometry (same formula, charge and spin)	367.8	kJ/mol

=====

No. 3
# C8H15N2

A molecular structure, C8H15N2 (ωB97M-V with the def2-TZVPD basis set, the Open Molecules 2025 dataset).

Geometry as ORCA input:
```
! wB97M-V def2-TZVPD RIJCOSX def2/J DEFGRID3
* xyz 1 3
C -1.551 1.262 3.110
C -0.622 0.339 2.735
C -1.046 1.595 1.008
C 0.832 -1.039 -2.033
C -1.334 -1.388 -0.793
C 1.892 0.669 0.422
C -0.213 -0.444 -1.140
C 0.650 -0.159 0.652
N -1.801 2.030 2.016
N -0.322 0.559 1.420
H -2.030 1.422 4.054
H -0.153 -0.433 3.309
H -1.036 2.014 0.022
H 1.306 -1.900 -1.570
H 1.593 -0.316 -2.309
H 0.352 -1.385 -2.949
H -2.019 -0.967 -0.060
H -0.936 -2.320 -0.399
H -1.911 -1.633 -1.682
H 1.668 1.556 -0.168
H 2.639 0.085 -0.103
H 2.322 0.993 1.371
H -0.530 0.546 -1.438
H 0.828 -1.144 1.065
H -2.457 2.798 1.971
*
```

E	-422.9105	a.u.
⟨S²⟩	2.0140
energy relative to the best compared isomer or geometry (same formula, charge and spin)	117.6	kJ/mol